ORCA calculation (ωB97M-V/def2-TZVPD) on a 2-piece molecular cluster, C4H6FNO overall.

Values from the calculation:
E_HOMO (alpha / beta)   -7.06 / -10.06 eV
LUMO (alpha / beta)   0.620 / -1.193 eV
Gap between HOMO and LUMO (alpha / beta)   7.7 / 8.9 eV

Geometry as ORCA input:
```
! wB97M-V def2-TZVPD RIJCOSX def2/J DEFGRID3
* xyz 0 3
C -0.70737 1.09256 1.18063
C -0.76832 0.17371 0.20473
C -0.83074 0.40296 -1.14276
C -0.49898 -1.31789 0.43152
N 2.10021 -0.04542 -0.95005
O -1.35078 0.31451 -2.21038
F 2.68437 1.08958 -0.31404
H -0.56266 0.84727 2.25003
H -0.50444 2.11010 0.97128
H 0.43488 -1.38888 0.93700
H -1.38654 -1.70551 0.99542
H -0.52701 -1.95194 -0.51200
H 1.91738 0.37895 -1.84139
*
```

Results of the Löwdin charge analysis, in e, for atoms 1 through 6:
1. C 0.0385
2. C -0.4011
3. C -0.1559
4. C -0.0548
5. N 0.1792
6. O 0.1245

---

ORCA calculation (ωB97M-V/def2-TZVPD) on a single C4H6FNS molecule.

Values from the calculation:
E_HOMO   -8.68 eV
LUMO   0.221 eV
SMILES string   C=CNC(=S)CF
Gap between HOMO and LUMO   8.9 eV

Geometry as ORCA input:
```
! wB97M-V def2-TZVPD RIJCOSX def2/J DEFGRID3
* xyz 0 1
C 3.07876 0.16688 0.09329
C 1.98215 -0.61029 -0.07767
N 0.74243 0.18570 -0.18453
C -0.51780 -0.25992 -0.23286
S -1.28307 -1.67484 0.08946
C -1.58277 1.08871 -0.03562
F -0.85810 2.31550 0.11551
H 3.14980 1.31188 0.40669
H 4.02482 -0.34133 0.25980
H 1.76436 -1.72460 -0.04679
H 0.89077 1.14983 -0.39975
H -2.39830 1.26480 -0.73333
H -2.13843 0.68507 0.85135
*
```

Results of the Löwdin charge analysis, in e, for atoms 1 through 6:
1. C -0.0074
2. C -0.1285
3. N -0.0294
4. C -0.7882
5. S 0.6209
6. C -0.1326